169
Properties=species:S:1:pos:R:3:forces:R:3 method="wB97M-V/def2-TZVPD" largest_force_ev_per_a=3.58 orbital_gap_ha=0.339 e_homo_ev=-11.51 lumo_energy_ev=-2.28 total_charge=+1 total_energy_ev=-133651.439 e_above_lowest_kj_mol=0.0
C 2.9039 -1.0456 4.7558 0.015 0.087 -0.056
C 1.9858 -1.9900 4.0023 0.024 0.475 1.030
O 2.1641 -1.8210 2.6202 0.220 -0.437 -0.240
C 1.3948 -2.7199 1.8392 -0.304 1.157 0.397
C 0.4558 -1.8830 0.9720 0.947 -1.118 -0.363
O -0.2003 -0.9915 1.8227 -0.428 0.330 0.091
C -1.3347 -0.2304 1.3460 0.254 -1.517 0.022
C -2.4376 -1.2639 1.7462 -0.674 0.293 0.476
C -3.9801 -1.4224 1.5722 -0.593 -1.002 -0.963
C -4.3465 -2.4017 0.4496 -0.029 0.291 -0.027
O -4.8915 -0.3264 1.4514 0.203 0.350 0.675
C -5.8389 -0.5056 2.5205 -0.296 0.619 0.005
C -6.9447 0.5056 2.6092 0.558 0.153 0.039
C -7.1562 1.1089 3.8337 0.589 -0.225 0.619
C -8.1736 1.9988 4.0503 -0.458 0.279 0.221
C -9.0267 2.3153 3.0140 0.052 0.230 0.563
C -8.8169 1.7293 1.7932 -0.752 0.342 -0.745
C -7.8045 0.8282 1.5840 0.374 -0.402 -0.558
C -1.2592 -0.0170 -0.1642 -1.233 1.381 -0.417
O -1.7629 -1.1027 -0.9129 0.260 -0.193 0.092
C -2.1583 1.1688 -0.5844 0.249 -0.820 0.716
C -1.9801 2.5199 0.1399 0.526 0.362 -2.665
N -0.7406 3.1264 -0.3805 0.183 -0.261 0.157
C -3.0428 3.5054 -0.4287 -0.557 0.301 0.394
C -3.6077 3.1786 -1.8187 -0.507 0.302 -0.266
C -4.9179 2.3541 -1.8328 0.779 0.668 0.993
S -6.3162 3.3547 -2.3869 -0.594 -0.245 -0.434
N -1.8796 2.4149 1.6674 0.225 -1.342 1.061
C -3.2099 2.1772 2.3568 -1.060 -0.052 0.943
C -3.4856 2.9224 3.6600 -0.112 0.220 0.028
C -1.1709 3.5809 2.2398 -1.033 3.148 0.476
C -1.9438 4.9114 2.0641 0.225 -0.801 -1.953
C -1.2371 5.9383 1.2648 -0.085 0.373 2.153
O -1.3863 5.9621 2.7317 0.100 0.292 0.758
C -1.0683 1.1349 2.0968 3.475 0.596 -0.618
S 0.7708 1.4255 1.6119 0.078 -0.240 -0.379
N -0.9066 1.1003 3.5131 -1.265 -0.043 0.305
C -1.3973 0.3092 4.2981 -0.600 -0.346 -0.770
O -1.8981 -0.4320 5.0282 0.374 0.151 0.510
H 3.0175 -0.1059 4.2233 0.073 0.048 -0.232
H 2.4866 -0.7789 5.7228 -0.045 -0.196 0.209
H 3.8796 -1.4891 4.9153 0.237 0.097 -0.041
H 0.9602 -1.7652 4.3187 -0.264 -0.042 -0.383
H 2.1896 -3.0095 4.3382 0.015 -0.230 -0.269
H 2.0597 -3.2990 1.2040 -0.067 -0.315 -0.037
H 0.7867 -3.3362 2.4987 0.061 -0.388 -0.055
H -0.1874 -2.5934 0.4440 -0.406 0.117 0.098
H 1.0872 -1.4189 0.2074 -0.120 0.573 0.052
H -2.2316 -1.5312 2.7779 0.087 0.435 0.270
H -2.0804 -2.1519 1.2384 0.134 0.027 -0.225
H -4.3070 -1.9663 2.4571 0.564 0.047 0.339
H -5.3305 -2.8186 0.6487 -0.165 0.018 0.047
H -4.4096 -1.8823 -0.5003 0.237 -0.032 -0.233
H -3.6553 -3.2374 0.3985 0.131 -0.048 -0.140
H -6.3085 -1.4871 2.4415 0.170 -0.262 -0.057
H -5.2785 -0.4373 3.4554 -0.071 -0.266 0.174
H -6.5251 0.8470 4.6694 0.222 -0.057 0.128
H -8.3227 2.4245 5.0283 0.012 0.088 0.171
H -9.8378 3.0013 3.1862 -0.173 0.131 -0.126
H -9.4824 1.9852 0.9865 -0.098 -0.051 -0.262
H -7.6826 0.3635 0.6195 0.007 -0.047 -0.243
H -0.2661 0.2414 -0.5209 0.393 -0.222 0.474
H -1.0360 -1.5045 -1.3976 -0.058 -0.149 -0.018
H -3.1767 0.8007 -0.6762 -0.232 0.036 0.498
H -1.8249 1.3360 -1.5982 -0.242 0.277 -0.226
H -0.0322 2.4278 -0.5687 0.150 0.065 0.322
H -0.9510 3.5273 -1.2850 -0.150 0.234 0.036
H -2.5858 4.4845 -0.5253 0.379 0.029 0.215
H -3.8877 3.7171 0.2252 -0.148 -0.399 0.165
H -3.9048 4.1374 -2.2307 0.245 0.233 -0.116
H -2.8783 2.7894 -2.5232 0.194 -0.085 0.058
H -5.0684 2.0382 -0.8052 -0.439 -0.377 0.087
H -4.8444 1.4642 -2.4474 -0.250 -0.002 -0.247
H -6.3944 4.3042 -1.4413 0.367 -0.230 0.222
H -4.0594 2.2749 1.6980 0.135 0.326 -0.545
H -3.2784 1.1418 2.6519 0.370 -0.461 -0.397
H -3.8543 3.9322 3.5340 0.104 0.165 -0.035
H -2.6537 2.9233 4.3535 0.156 0.030 -0.001
H -4.2809 2.3901 4.1655 -0.284 -0.260 -0.006
H -0.2523 3.8724 1.7662 0.344 -1.128 -0.310
H -1.0277 3.5856 3.3123 0.035 -1.113 0.100
H -3.0130 4.8755 1.9610 -0.402 0.096 0.234
H -1.7664 6.8017 0.9017 0.083 -0.068 -0.810
H -0.1851 5.7629 1.1190 0.041 0.110 -1.058
H 1.1187 2.3338 2.5319 -0.372 0.002 0.062
C -10.9387 -0.5702 -5.8527 -0.189 -0.133 -0.028
O -9.6212 -0.1929 -6.2676 0.008 -0.056 -0.033
C -9.1047 0.8284 -5.5938 -0.040 -0.043 -0.060
O -9.6324 1.4328 -4.6995 0.019 0.007 0.036
O -7.8825 1.0686 -6.0852 -0.427 0.421 0.318
C -7.2099 2.1590 -5.4440 0.138 0.117 -0.106
H -11.2321 -1.4057 -6.4803 0.126 0.005 -0.072
H -10.9373 -0.8846 -4.8112 0.005 0.102 0.037
H -11.6359 0.2519 -5.9980 0.034 0.053 0.087
H -7.0628 1.9529 -4.3891 -0.204 -0.044 0.005
H -7.7637 3.0856 -5.5752 -0.085 -0.024 0.119
H -6.2378 2.2620 -5.9212 -0.044 -0.105 -0.126
C -1.5352 -1.4000 -8.9745 0.227 -0.102 -0.091
O -2.3911 -0.5862 -8.1668 0.092 0.037 0.029
C -3.6810 -0.9268 -8.2225 -0.002 0.050 0.022
O -4.1440 -1.8232 -8.8739 -0.007 -0.040 -0.020
O -4.3616 -0.1010 -7.4293 -0.030 0.012 0.045
C -5.7772 -0.3450 -7.3891 0.136 -0.131 -0.081
H -0.5248 -1.0246 -8.8415 -0.047 0.106 0.090
H -1.5706 -2.4378 -8.6498 -0.103 -0.022 -0.054
H -1.8059 -1.3262 -10.0254 -0.105 -0.057 0.017
H -5.9824 -1.3452 -7.0107 0.028 -0.054 -0.125
H -6.2165 -0.2190 -8.3766 0.033 -0.102 -0.032
H -6.2064 0.3778 -6.7183 0.410 -0.134 -0.125
C 8.2915 0.9730 6.3557 0.180 -0.138 -0.145
O 7.7119 1.9643 7.2166 0.057 -0.004 -0.009
C 6.4071 1.8305 7.4046 0.154 0.028 0.002
O 5.7073 0.9745 6.9219 -0.139 -0.022 0.022
O 5.9979 2.8018 8.2198 -0.036 0.035 0.007
C 4.6017 2.7768 8.5139 -0.153 0.083 0.107
H 9.3511 1.1959 6.2864 -0.021 0.153 0.093
H 8.1636 -0.0227 6.7763 -0.100 -0.006 -0.033
H 7.8551 1.0232 5.3611 -0.066 -0.044 0.020
H 4.3300 1.8497 9.0151 -0.010 -0.051 -0.088
H 4.0149 2.8995 7.6050 0.007 -0.102 -0.024
H 4.4108 3.6131 9.1797 0.132 0.035 0.000
C 10.6078 3.2505 1.8823 -0.001 0.214 -0.025
O 11.2150 1.9977 1.5606 0.008 0.033 -0.028
C 10.6928 0.9541 2.2002 0.080 -0.031 -0.043
O 9.7860 0.9919 2.9918 -0.077 0.032 0.071
O 11.3448 -0.1392 1.8150 0.017 -0.040 -0.019
C 10.8856 -1.3462 2.4298 0.021 -0.216 0.024
H 11.1255 4.0040 1.2967 0.085 -0.097 -0.055
H 9.5534 3.2469 1.6128 -0.028 -0.051 0.089
H 10.7253 3.4745 2.9406 -0.081 -0.059 0.027
H 9.8423 -1.5312 2.1821 -0.036 0.068 0.078
H 11.0136 -1.3011 3.5094 -0.090 0.054 0.014
H 11.4977 -2.1484 2.0294 0.075 0.093 -0.079
C 8.6194 -5.8716 5.5778 0.128 -0.152 -0.082
O 8.3541 -4.4789 5.7637 0.038 0.005 -0.040
C 7.2903 -4.2230 6.5252 0.041 0.046 -0.010
O 6.5758 -5.0437 7.0366 -0.037 -0.033 -0.003
O 7.1562 -2.9013 6.6193 0.007 0.104 -0.005
C 6.0478 -2.4765 7.4176 -0.160 0.245 0.179
H 9.5007 -5.9370 4.9468 0.010 0.139 -0.005
H 8.8232 -6.3547 6.5310 -0.104 -0.012 0.023
H 7.7835 -6.3591 5.0801 -0.056 -0.011 0.093
H 6.1557 -2.8245 8.4433 -0.039 -0.169 -0.047
H 5.1102 -2.8320 6.9935 0.020 -0.136 0.055
H 6.0444 -1.3903 7.4142 0.140 0.005 -0.181
C 5.8449 -0.8980 -8.2662 0.214 -0.055 -0.087
O 4.9915 -0.0728 -7.4638 0.031 0.006 0.059
C 3.7059 -0.4019 -7.5163 0.125 0.125 -0.106
O 3.2302 -1.2996 -8.1608 -0.052 0.007 -0.056
O 3.0262 0.4312 -6.7258 -0.063 -0.007 0.083
C 1.6225 0.1689 -6.6957 -0.251 0.053 0.115
H 6.8539 -0.5216 -8.1305 -0.048 0.103 0.092
H 5.7995 -1.9338 -7.9354 -0.092 -0.016 -0.048
H 5.5711 -0.8251 -9.3163 -0.087 -0.066 0.012
H 1.4235 -0.8305 -6.3108 0.018 -0.059 -0.134
H 1.1880 0.2845 -7.6861 0.024 -0.093 -0.028
H 1.1773 0.9005 -6.0273 0.158 0.093 0.013
C 3.3500 -7.4771 -6.5147 -0.017 -0.218 -0.068
O 4.1539 -6.4141 -5.9952 0.030 -0.026 0.006
C 3.5339 -5.2394 -5.9328 0.063 -0.033 -0.010
O 2.3985 -5.0182 -6.2625 -0.059 0.012 0.037
O 4.3894 -4.3441 -5.4355 0.065 0.030 0.057
C 3.8480 -3.0282 -5.3237 0.034 0.232 0.111
H 3.9732 -8.3661 -6.5099 0.109 0.074 0.053
H 2.4797 -7.6442 -5.8834 -0.054 0.082 -0.043
H 3.0396 -7.2605 -7.5346 -0.079 0.066 0.032
H 2.9910 -3.0230 -4.6506 -0.068 -0.036 -0.081
H 3.5637 -2.6514 -6.3017 -0.155 -0.092 -0.015
H 4.6273 -2.3954 -4.9058 0.123 -0.157 0.006

28
Properties=species:S:1:pos:R:3:forces:R:3 method="wB97M-V/def2-TZVPD" largest_force_ev_per_a=2.60 orbital_gap_ha=0.310 smiles=Cc1c[nH]c2ccccc12.CCS e_homo_ev=-7.67 lumo_energy_ev=0.76 total_charge=0 total_energy_ev=-23975.042 e_above_lowest_kj_mol=88.2
C -0.0070 -0.2151 -3.8473 0.040 -1.053 0.641
C -0.1724 -0.6797 -2.4258 -0.652 0.641 1.077
C 0.7545 -1.3100 -1.6397 0.038 0.242 -0.779
N 0.2785 -1.5477 -0.3662 0.427 -0.120 -0.454
C -0.9740 -1.0253 -0.2842 -0.503 1.173 -0.276
C -1.8285 -0.8650 0.8117 0.030 -0.210 0.333
C -3.0198 -0.2050 0.6621 -0.101 0.641 0.179
C -3.4304 0.3553 -0.5726 0.558 -0.625 1.030
C -2.5412 0.2543 -1.6022 0.541 -0.597 -2.188
C -1.2844 -0.3905 -1.5297 -0.189 -1.271 1.486
H -0.9508 0.0955 -4.2689 -0.259 0.314 -0.026
H 0.2983 -1.0959 -4.4312 0.334 0.590 -0.119
H 0.7056 0.6015 -3.8505 0.166 0.056 -0.543
H 1.7834 -1.4602 -1.9284 0.008 -0.524 0.208
H 0.7620 -2.0869 0.3338 -0.142 0.258 -0.009
H -1.5574 -1.1384 1.8270 0.137 -0.383 -0.280
H -3.5564 -0.0074 1.5858 -0.337 -0.122 -0.277
H -4.4076 0.8124 -0.6410 0.109 0.096 -0.272
H -2.7866 0.4834 -2.6330 -0.463 0.728 0.096
C 3.2641 0.8596 3.1174 0.082 -0.877 -0.567
C 2.2075 1.3794 2.1521 0.167 2.339 1.132
S 0.6161 0.4993 2.2355 0.677 -0.161 -0.043
H 4.1873 1.4394 3.1088 -0.176 0.304 0.018
H 3.5609 -0.1454 2.7891 -0.095 0.029 0.290
H 2.8741 0.7945 4.1351 0.103 0.030 -0.062
H 1.9222 2.3988 2.4640 0.103 -0.236 0.388
H 2.6516 1.7012 1.2075 -0.462 -1.286 -0.597
H 0.6502 0.4980 3.5908 -0.144 0.021 -0.387

23
Properties=species:S:1:pos:R:3:forces:R:3 method="wB97M-V/def2-TZVPD" largest_force_ev_per_a=5.88 orbital_gap_ha=0.306 smiles="C[C@H]1COC(=O)O1.c1cc[nH]c1" e_homo_ev=-7.81 lumo_energy_ev=0.53 total_charge=0 total_energy_ev=-16105.667 e_above_lowest_kj_mol=143.0
C -1.4654 -1.4639 2.3711 2.179 0.097 -0.804
C -0.6702 -0.1458 2.5915 -1.202 -2.445 1.067
C 0.6476 -0.3310 3.4272 -0.459 1.835 -1.291
O 1.4915 0.5947 2.6762 -0.482 -0.699 -0.669
C 0.9145 0.8499 1.4146 4.586 3.538 1.008
O 1.5002 1.5475 0.6099 -0.516 -1.467 0.574
O -0.3008 0.5261 1.3512 -3.440 -2.173 1.176
H -0.8445 -2.0520 1.6952 -0.208 -0.026 -0.647
H -2.4678 -1.3744 1.9525 0.106 0.074 0.455
H -1.3224 -2.0894 3.2522 -0.887 0.345 0.449
H -1.3254 0.4263 3.2485 0.148 1.022 -0.757
H 1.1942 -1.2583 3.5987 -0.470 -0.355 -0.730
H 0.3763 0.0583 4.4085 0.606 0.272 0.055
C -0.2166 0.5824 -4.3904 0.725 -0.601 1.501
C -0.1245 -0.5600 -3.5481 0.772 -1.378 -1.293
C 0.5646 -0.2611 -2.3828 -2.143 -2.319 -0.728
N 0.6669 1.0492 -2.3861 1.064 2.984 0.185
C 0.3122 1.5775 -3.5955 -1.110 0.858 -0.445
H -0.4771 0.5141 -5.4363 -0.234 0.547 0.210
H -0.3714 -1.5299 -3.9541 0.102 -0.264 0.430
H 0.8165 -0.9445 -1.5854 0.076 0.446 0.127
H 0.8758 1.6383 -1.5927 0.358 -0.279 0.079
H 0.2260 2.6461 -3.7260 0.427 -0.011 0.048